Record 1
A 3-piece molecular cluster, C23H45BO7S overall in a non-equilibrium geometry. Source: the OMol25 dataset; level of theory: ωB97M-V/def2-TZVPD.

```
77
Properties=species:S:1:pos:R:3:forces:R:3:lowdin_charge:R:1
C -3.177 3.716 -6.485 0.056 0.332 -0.108 0.12
C -3.457 2.643 -6.017 -0.403 -0.014 0.085 -0.07
B -3.986 1.348 -5.428 -0.047 0.008 -0.018 -0.73
S -5.202 0.372 -6.416 -0.095 -0.199 0.414 0.77
C -3.533 0.799 -4.039 -0.044 -0.288 -0.062 -0.19
C -2.504 -0.360 -4.183 0.518 0.547 -0.026 -0.19
C -1.067 0.145 -3.954 -0.428 -0.136 0.237 -0.18
C -0.805 0.467 -2.474 0.838 0.048 -0.338 -0.22
C 0.584 0.048 -1.972 -0.245 -0.274 0.086 -0.19
C 0.629 -0.007 -0.434 0.027 0.677 -0.332 -0.18
C 1.093 1.332 0.179 -0.200 -0.279 0.069 -0.19
C 0.354 1.702 1.473 0.005 0.086 0.152 -0.20
C 1.085 1.370 2.789 -0.084 -0.045 -0.314 -0.19
C 0.699 -0.001 3.359 -0.028 0.031 -0.123 -0.20
C 0.703 -0.043 4.886 0.111 -0.262 -0.191 -0.17
C 0.571 -1.456 5.447 -0.176 0.162 -0.286 -0.22
O -0.819 -1.698 5.629 0.022 -0.311 0.112 -0.24
C -1.190 -3.052 5.472 0.108 0.059 0.130 -0.11
H -2.970 4.674 -6.906 0.093 -0.113 0.040 0.04
H -6.030 1.392 -6.669 0.250 0.187 -0.366 -0.14
H -3.125 1.596 -3.412 0.072 -0.240 -0.347 0.07
H -4.426 0.420 -3.533 -0.017 0.029 -0.008 0.10
H -2.540 -0.793 -5.186 -0.223 -0.206 0.126 0.10
H -2.710 -1.136 -3.444 -0.094 -0.174 -0.199 0.11
H -0.378 -0.642 -4.270 0.087 0.139 -0.149 0.11
H -0.929 1.036 -4.572 0.285 -0.122 -0.114 0.12
H -0.914 1.542 -2.299 0.018 -0.348 -0.205 0.10
H -1.558 -0.036 -1.858 1.515 0.036 -0.641 0.06
H 1.336 0.749 -2.346 0.142 -0.183 -0.095 0.11
H 0.802 -0.947 -2.372 0.104 0.064 -0.081 0.10
H -0.401 -0.159 -0.101 0.307 -0.444 0.162 0.09
H 1.272 -0.826 -0.109 -0.124 -0.033 0.161 0.11
H 0.913 2.119 -0.560 0.078 0.016 -0.009 0.10
H 2.170 1.295 0.369 0.019 0.141 -0.137 0.10
H -0.603 1.171 1.480 0.015 0.195 0.001 0.08
H 0.107 2.767 1.456 0.123 0.014 0.021 0.11
H 0.877 2.163 3.512 -0.052 -0.134 0.103 0.11
H 2.164 1.387 2.605 0.009 0.140 0.128 0.11
H -0.307 -0.248 3.012 0.157 -0.091 0.043 0.09
H 1.360 -0.768 2.941 0.037 0.012 0.090 0.11
H -0.190 0.498 5.208 0.260 0.208 0.321 0.11
H 1.595 0.444 5.288 -0.040 0.040 -0.007 0.12
H 1.117 -1.577 6.389 -0.141 -0.037 0.077 0.12
H 0.960 -2.191 4.732 0.124 0.037 0.022 0.11
H -2.260 -3.119 5.662 0.027 -0.019 -0.002 0.09
H -0.659 -3.695 6.181 -0.038 -0.029 0.011 0.09
H -0.981 -3.402 4.454 0.005 0.001 -0.005 0.09
C 5.842 -0.697 -2.840 -0.092 -0.145 0.044 -0.06
C 5.945 0.064 -1.537 0.137 0.133 -0.157 -0.21
O 5.049 -0.456 -0.538 -0.055 0.046 0.020 0.03
C 5.436 -1.583 0.053 -0.048 0.005 -0.002 -0.61
O 6.457 -2.185 -0.154 0.014 -0.002 0.007 0.12
O 4.489 -1.936 0.925 -0.002 -0.007 -0.005 0.00
C 4.739 -3.171 1.603 -0.035 -0.029 0.085 -0.04
H 4.809 -0.712 -3.190 0.008 0.062 -0.028 0.08
H 6.462 -0.220 -3.599 -0.004 0.021 0.003 0.08
H 6.176 -1.726 -2.718 0.048 0.018 0.011 0.08
H 5.633 1.098 -1.671 -0.071 -0.011 0.070 0.12
H 6.963 0.062 -1.148 -0.012 -0.100 0.036 0.12
H 5.719 -3.161 2.075 0.021 -0.003 -0.036 0.10
H 4.675 -4.005 0.906 0.053 0.004 -0.014 0.10
H 3.962 -3.257 2.356 -0.025 0.032 -0.022 0.09
C -2.874 2.032 -0.907 -0.017 0.222 0.469 -0.04
C -3.239 0.572 -0.756 -0.844 0.099 0.000 -0.21
O -2.632 -0.014 0.407 -0.169 -0.010 -0.008 0.02
C -3.215 0.269 1.578 -0.068 0.058 0.015 -0.61
O -4.209 0.927 1.739 0.048 -0.028 -0.003 0.13
O -2.493 -0.311 2.529 -0.145 -0.071 0.008 -0.03
C -2.908 -0.094 3.890 0.157 -0.121 -0.089 -0.01
H -1.789 2.153 -0.903 -0.317 0.099 0.188 0.06
H -3.267 2.419 -1.848 0.030 0.077 0.262 0.07
H -3.287 2.623 -0.090 -0.095 -0.039 0.011 0.09
H -2.845 -0.007 -1.590 -1.118 0.146 0.621 0.07
H -4.318 0.426 -0.720 -0.041 0.076 0.181 0.14
H -3.952 -0.366 4.033 -0.004 0.009 -0.094 0.10
H -2.759 0.949 4.168 -0.048 0.023 -0.062 0.11
H -2.240 -0.734 4.464 -0.240 0.206 0.057 0.07
```
Positions in Å, forces in eV/Å.

Charge ... 0
E ... -1853.01353 Eh
HOMO energy ... -9.5 eV
Structure (SMILES) ... C#CB(S)CCCCCCCCCCCCOC.CCOC(=O)OC.CCOC(=O)OC
E_LUMO ... -0.0042 Eh

***

Record 2
C23H45BaCl3N2O3PSi as an isolated structure in a non-equilibrium geometry. Source: the OMol25 dataset; level of theory: ωB97M-V/def2-TZVPD.

```
79
Properties=species:S:1:pos:R:3:forces:R:3:lowdin_charge:R:1
C 2.394 -2.593 -6.527 0.093 -0.322 0.692 -0.07
C 1.820 -1.717 -7.583 0.005 -0.115 -1.286 -0.23
H 1.957 -3.602 -6.572 0.063 0.277 0.047 0.08
H 2.270 -2.181 -5.509 0.029 -0.258 -0.493 -0.05
H 3.482 -2.721 -6.689 -0.319 0.102 0.066 0.10
C 1.682 -2.180 -8.840 0.056 0.841 0.873 -0.13
C 2.060 -3.531 -9.299 0.028 -0.676 -0.644 -0.10
H 1.355 -1.533 -9.645 0.153 0.011 0.189 0.09
H 1.672 -4.371 -8.705 0.084 0.324 -0.060 0.08
H 3.152 -3.640 -9.362 -0.150 -0.041 0.120 0.09
H 1.676 -3.609 -10.322 0.130 -0.456 0.115 0.07
Ba 2.133 1.592 -4.520 0.835 -0.893 2.359 1.41
Cl 2.343 1.822 -1.612 0.359 0.645 -0.513 -0.45
Cl 2.865 -1.067 -3.617 0.485 0.762 -0.527 -0.37
C -0.292 3.629 -2.127 0.135 -2.019 -0.286 -0.38
O -0.613 2.450 -2.314 -0.117 2.069 0.232 -0.05
N -0.944 4.696 -2.664 -0.846 0.486 -0.427 -0.20
C -2.273 4.437 -3.215 0.188 -0.217 -0.154 -0.05
C -0.173 5.774 -3.270 0.068 -0.099 0.252 -0.07
H 0.568 3.890 -1.504 0.310 -0.055 -0.072 0.09
H -2.862 3.899 -2.458 0.161 0.158 -0.340 0.10
H -2.225 3.811 -4.124 -0.138 0.312 0.359 0.06
H -2.745 5.399 -3.448 0.070 -0.259 0.062 0.08
H 0.686 6.008 -2.624 -0.249 0.022 -0.196 0.09
H -0.813 6.663 -3.388 0.320 -0.289 0.120 0.08
H 0.219 5.493 -4.270 -0.201 0.119 0.310 0.08
H -0.617 -4.756 -0.852 -0.024 -0.089 0.032 0.08
H -0.366 -3.303 -3.594 -0.308 -0.188 0.099 0.02
C -1.664 -4.691 -1.199 0.439 0.096 0.257 -0.14
C -1.361 -3.775 -3.472 0.010 0.045 0.004 -0.15
N -1.873 -3.632 -2.132 -1.227 0.634 -0.306 -0.29
H -2.302 -4.500 -0.321 0.201 -0.339 -0.263 0.08
C -1.988 -2.337 -1.517 -0.208 -0.364 1.270 -0.70
O -2.747 -1.429 -1.871 0.091 -0.593 -0.546 -0.13
H -2.060 -3.316 -4.190 0.171 -0.212 0.056 0.07
H -1.682 -2.434 -0.445 -0.713 0.018 -0.419 0.04
H -1.938 -5.635 -1.673 -0.061 -0.124 0.171 0.07
H -1.255 -4.847 -3.673 -0.166 0.154 -0.201 0.07
O 0.920 -0.002 -6.034 -1.203 -0.273 -0.577 -0.51
C 1.684 -0.238 -7.277 -0.578 -0.282 0.613 -0.29
C 0.060 0.219 -9.125 -0.398 0.225 0.225 -0.09
C 1.166 0.635 -8.388 0.166 -0.132 -0.072 -0.20
H -0.370 -0.760 -8.879 0.109 0.703 -0.272 0.11
C -0.519 1.061 -10.071 0.457 -0.418 0.234 -0.07
H 2.731 0.073 -7.098 -0.244 0.134 0.490 0.13
C 1.790 1.855 -8.656 -0.663 0.049 -0.389 -0.04
H -1.438 0.723 -10.562 0.400 0.373 -0.024 0.11
C 0.117 2.267 -10.365 0.228 0.122 0.066 -0.09
C 1.277 2.670 -9.679 -0.060 -0.236 0.107 -0.07
H 2.648 2.149 -8.041 -0.165 0.005 -0.413 0.11
H -0.298 2.880 -11.156 0.103 0.155 0.090 0.10
H 1.789 3.605 -9.941 -0.354 -0.391 0.113 0.10
Si -0.797 0.367 -5.667 -0.117 0.034 -1.236 0.48
Cl 0.114 -1.783 -1.759 1.423 0.678 0.225 0.17
C -1.986 -0.219 -7.002 -0.314 -0.160 -0.121 -0.16
C -0.788 2.244 -5.939 0.262 0.604 0.006 -0.19
C -1.549 -0.201 -4.072 0.988 0.072 -0.553 -0.18
H -2.013 0.365 -7.922 0.079 0.039 0.169 0.01
H -2.982 -0.129 -6.547 0.162 -0.076 0.023 0.04
H -1.865 -1.271 -7.280 0.015 0.024 0.122 0.05
H -2.624 -0.450 -4.193 0.787 0.144 0.028 0.06
H -1.396 0.498 -3.242 -0.063 -0.379 -0.096 0.02
H -0.959 -1.105 -3.854 -0.474 0.089 0.497 -0.03
H -0.632 2.446 -7.008 -0.041 -0.058 0.122 0.03
H -0.054 2.882 -5.403 -0.464 -0.252 -0.100 -0.04
H -1.768 2.650 -5.659 0.160 -0.182 -0.104 0.03
C -2.590 0.437 3.127 -0.071 0.003 0.024 -0.36
P -1.594 0.176 1.595 0.238 -0.137 -0.226 0.83
C -1.378 1.941 1.102 -0.296 0.106 -0.268 -0.32
C 0.068 -0.085 2.360 -0.095 -0.336 0.031 -0.31
H -3.607 0.727 2.834 0.154 -0.050 0.155 0.02
H -2.145 1.222 3.751 -0.129 -0.104 0.063 0.02
H -2.642 -0.504 3.688 -0.041 0.201 -0.048 0.02
H -1.674 2.615 1.916 0.159 0.031 -0.142 0.02
H -0.337 2.117 0.806 -0.235 -0.011 0.005 0.02
H -2.011 2.114 0.225 0.137 0.162 0.167 0.01
H 0.083 0.238 3.408 0.144 0.037 -0.137 0.02
H 0.282 -1.159 2.302 0.166 0.247 0.107 0.02
H 0.818 0.455 1.772 -0.090 -0.231 0.144 0.03
```
Positions in Å, forces in eV/Å.

Energy above the lowest of the compared OMol25 structures with the same formula, charge and spin ... 37.49 kcal per mole
Charge ... -1
E ... -3275.64167 Eh
HOMO energy ... -3.6 eV
E_LUMO ... 0.0396 Eh